(1)
# C4H22BF4O7

8 unconnected molecules or ions with the total composition C4H22BF4O7 (ωB97M-V with the def2-TZVPD basis set, the Open Molecules 2025 dataset).

As for the energy relative to the best compared isomer or geometry (same formula, charge and spin): 0.0 kcal per mole. For the lowest unoccupied orbital energy, the calculation gives 3.010 eV. For the energy, the calculation gives -1116.883363 hartree. As for the strongest force on any atom: 0.74 eV/A. The net charge is -1. As for the HOMO energy: -6.97 eV.

Last column: Mulliken charge in e.
Geometry (Å):
B -0.212 0.204 -0.349  0.7589
F -1.595 0.362 -0.597  -0.3403
F 0.239 -1.004 -0.889  -0.4278
F 0.522 1.270 -0.965  -0.3642
F 0.046 0.249 1.026  -0.3600
C 3.531 -1.268 -0.474  -0.5739
O 3.048 -0.407 0.540  -0.6135
H 2.721 -1.757 -1.022  0.2383
H 4.143 -0.728 -1.210  0.2791
H 4.165 -2.036 -0.031  0.2845
H 2.326 0.102 0.153  0.2765
C -2.103 -0.449 3.365  -0.5940
O -2.458 -0.984 2.095  -0.4558
H -2.750 0.395 3.637  0.2751
H -2.203 -1.246 4.097  0.2368
H -1.073 -0.082 3.360  0.2115
H -2.208 -0.279 1.482  0.2042
C -2.760 3.523 -2.153  -0.4755
O -3.420 2.319 -1.892  -0.5173
H -3.247 3.983 -3.017  0.2501
H -2.792 4.230 -1.317  0.2344
H -1.716 3.369 -2.462  0.1787
H -2.984 1.846 -1.175  0.3080
C 1.397 -2.770 2.747  -0.4872
O 1.189 -2.758 1.360  -0.4382
H 2.382 -2.382 3.040  0.2494
H 0.639 -2.174 3.274  0.0939
H 1.345 -3.802 3.101  0.2688
H 1.557 -1.933 1.021  0.2659
O -2.380 -2.369 -0.869  -0.6578
H -1.955 -1.579 -1.221  0.3142
H -2.480 -2.168 0.068  0.3693
O 3.085 2.487 -1.392  -0.6408
H 2.144 2.272 -1.420  0.3724
H 3.125 3.336 -0.945  0.2904
O 0.430 0.960 -3.932  -0.6727
H -0.058 0.140 -4.050  0.3203
H 0.359 1.130 -2.985  0.3382

(2)
# C4H22N2O6

6 unconnected molecules or ions with the total composition C4H22N2O6 in a non-equilibrium geometry (ωB97M-V with the def2-TZVPD basis set, the Open Molecules 2025 dataset).

As for the energy relative to the best compared isomer or geometry (same formula, charge and spin): 67.6 kcal per mole. The spin multiplicity is 2. For the lowest unoccupied orbital energy (alpha / beta), the calculation gives -4.103 / -9.316 eV. For the energy, the calculation gives -726.094761 hartree. As for the strongest force on any atom: 5.70 eV/A. The net charge is +1. As for the HOMO energy (alpha / beta): -12.98 / -12.97 eV.

Last column: Mulliken charge in e.
Geometry (Å):
C -1.043 -0.768 -2.875  -0.8782
O -2.182 -1.087 -2.133  -0.4099
C -0.363 0.537 -2.417  0.3850
C 0.158 0.675 -1.021  -0.7586
C 1.720 0.356 -1.028  -0.2619
N 2.299 1.170 0.068  -0.1667
N -1.481 1.513 -2.717  -0.6580
H -1.465 -0.668 -3.958  0.3806
H -0.264 -1.596 -2.762  0.2980
H 0.419 0.717 -3.124  0.2373
H -0.319 1.599 -0.712  0.3900
H -0.402 -0.111 -0.363  0.2513
H 1.890 -0.762 -0.678  0.2948
H 2.237 0.656 -2.026  0.4404
H 1.606 1.815 0.442  0.3941
H 3.308 1.476 -0.007  0.3307
H -2.771 -0.299 -2.023  0.2537
H -1.557 2.357 -2.116  0.2402
H -2.421 1.079 -2.874  0.2123
H 1.178 -2.405 2.606  0.2797
H 2.360 -1.682 3.158  0.3225
O 2.029 -2.571 2.924  -0.6031
H 2.569 0.581 2.293  0.2699
H 2.657 1.374 3.433  0.3483
O 2.935 0.478 3.221  -0.5813
H -0.472 -2.093 -0.446  0.2813
H -1.427 -3.042 -1.073  0.2962
O -1.169 -2.742 -0.246  -0.5925
H -1.209 -0.720 3.330  0.2817
H 0.078 -0.182 3.810  0.2803
O -0.741 0.025 3.373  -0.5505
H -2.012 1.716 2.055  0.2876
H -3.278 0.906 2.176  0.3254
O -2.868 1.701 1.710  -0.6206

(3)
# C4H22N2O8

7 unconnected molecules or ions with the total composition C4H22N2O8 in a non-equilibrium geometry (ωB97M-V with the def2-TZVPD basis set, the Open Molecules 2025 dataset).

As for the SMILES: NCCCNC(=O)O.O.O.O.O.O.O. As for the energy relative to the best compared isomer or geometry (same formula, charge and spin): 0.0 kcal per mole. For the lowest unoccupied orbital energy, the calculation gives 0.161 eV. For the energy, the calculation gives -877.078662 hartree. As for the strongest force on any atom: 4.52 eV/A. As for the HOMO energy: -9.63 eV.

Last column: Mulliken charge in e.
Geometry (Å):
N -1.708 0.653 -2.634  -0.4581
C -0.472 0.144 -3.171  -0.9094
C 0.530 -0.147 -2.067  -0.5873
C 0.023 -1.217 -1.111  -0.4731
N 1.084 -1.773 -0.308  -0.1078
C 1.402 -1.564 0.990  0.7379
O 2.522 -1.832 1.389  -0.7576
O 0.515 -1.108 1.899  -0.5734
H -2.282 0.962 -3.379  0.2378
H -1.504 1.465 -2.060  0.1885
H -0.030 0.809 -3.873  0.4028
H -0.703 -0.745 -3.695  0.4003
H 1.420 -0.481 -2.531  0.4656
H 0.764 0.749 -1.537  0.2875
H -0.429 -2.018 -1.668  0.2702
H -0.726 -0.826 -0.485  0.2125
H 1.838 -2.090 -0.853  0.2449
H -0.426 -1.352 1.878  0.3104
O 1.406 1.097 3.256  -0.7016
H 2.337 0.892 3.246  0.2993
H 0.983 0.353 2.828  0.4714
O -1.907 -1.895 1.835  -0.7084
H -2.596 -1.486 1.234  0.3782
H -1.945 -2.834 1.669  0.3274
O 3.958 -2.654 -0.844  -0.6898
H 4.867 -2.880 -0.600  0.3109
H 3.522 -2.367 0.010  0.4145
O 0.567 3.695 2.503  -0.7340
H 0.816 2.697 2.699  0.4250
H 0.155 3.962 3.269  0.3035
O -3.776 -0.781 0.211  -0.7045
H -4.626 -0.722 0.694  0.3227
H -3.555 0.119 -0.116  0.3385
O -1.007 4.200 0.302  -0.6898
H -0.444 3.964 1.104  0.4415
H -0.570 5.012 -0.085  0.3035

(4)
# C4H22O7S2

7 unconnected molecules or ions with the total composition C4H22O7S2 in a non-equilibrium geometry (ωB97M-V with the def2-TZVPD basis set, the Open Molecules 2025 dataset).

The spin multiplicity is 2. For the lowest unoccupied orbital energy (alpha / beta), the calculation gives -3.347 / -7.770 eV. For the energy, the calculation gives -1488.278389 hartree. As for the strongest force on any atom: 4.86 eV/A. The net charge is +1. As for the HOMO energy (alpha / beta): -13.41 / -13.41 eV.

Last column: Mulliken charge in e.
Geometry (Å):
C 0.037 1.117 -1.481  0.3680
C -1.307 1.608 -0.821  -0.7830
O -1.270 0.949 0.493  -0.5037
C -0.300 0.250 -2.669  -0.7140
S 1.267 -0.498 -3.347  0.1467
S 1.864 -1.676 -1.945  0.2243
C 3.436 -1.219 -1.200  -0.6639
H 0.743 1.951 -1.656  0.3898
H 0.501 0.462 -0.622  -0.3495
H -1.238 2.670 -0.534  0.3842
H -2.108 1.306 -1.388  0.4127
H -1.748 1.547 1.133  0.2637
H -0.788 0.789 -3.501  0.4381
H -0.880 -0.640 -2.339  0.3525
H 4.257 -1.179 -1.864  0.4049
H 3.200 -0.246 -0.766  0.2246
H 3.494 -1.917 -0.377  0.3399
H -3.345 -1.385 1.137  0.3170
H -3.330 -2.946 1.206  0.3208
O -3.804 -2.203 0.846  -0.6439
H -1.828 -1.307 1.282  0.3568
H -1.156 -2.216 2.422  0.2947
O -1.826 -1.579 2.186  -0.6697
H 0.397 0.495 2.770  0.2671
H -0.046 0.243 1.339  0.4375
O 0.627 -0.002 2.013  -0.6244
H -3.133 -0.585 -1.178  0.2227
H -3.695 -2.012 -1.126  0.4311
O -3.101 -1.377 -1.677  -0.6653
H 2.125 2.686 1.463  0.2479
H 2.100 4.082 1.373  0.3098
O 1.886 3.414 1.973  -0.5651
H 2.223 -0.377 1.984  0.3808
H 3.584 0.346 2.526  0.2996
O 3.162 -0.551 2.344  -0.6523